[1]
Entry from the Open Molecules 2025 dataset: one molecule with the formula C22H32O2 (the ωB97M-V functional and the def2-TZVPD basis).

Computed properties:
ΔE to the lowest compared entry with this formula, charge and spin = 29.73 kcal/mol
total energy = -1007.8856 Ha
LUMO energy = 0.90 eV
molecular weight = 328.50 g/mol
SMILES = CC/C=C/C/C=C/C/C=C\C/C=C\C/C=C/C/C=C/CCC(=O)O

Geometry (Å):
C  -6.9022  -1.9761  1.0610
H  -6.4016  -2.1924  2.0023
H  -7.5866  -1.1455  1.2197
H  -7.4812  -2.8489  0.7678
C  -5.8762  -1.6258  -0.0164
C  -5.0809  -0.4175  0.3654
C  -3.7697  -0.3986  0.5286
C  -2.9733  0.8137  0.9068
C  -2.0042  1.1585  -0.1845
C  -1.9403  2.3243  -0.8035
C  -0.9488  2.6467  -1.8845
C  -0.1213  3.8319  -1.4781
C  1.0652  3.7919  -0.8908
C  1.8184  2.5505  -0.5101
C  1.4179  2.1114  0.8677
C  2.2159  1.7164  1.8538
C  3.7124  1.5904  1.8024
C  4.0831  0.1549  1.5614
C  4.6815  -0.2878  0.4694
C  4.9713  -1.7355  0.1938
C  3.9386  -2.2178  -0.7805
C  2.9763  -3.0750  -0.4861
C  1.8484  -3.4120  -1.4116
H  1.7028  -4.4924  -1.4738
C  0.5556  -2.7606  -0.8842
C  0.8327  -1.2913  -0.6703
O  0.9613  -0.4804  -1.5514
O  0.9471  -0.9873  0.6184
H  1.1925  -0.0453  0.7532
H  0.2648  -3.2062  0.0666
H  -0.2452  -2.8783  -1.6146
H  2.0583  -3.0251  -2.4098
H  2.9260  -3.5222  0.4982
H  3.9725  -1.7588  -1.7602
H  5.9710  -1.8380  -0.2360
H  4.9173  -2.3157  1.1158
H  4.9448  0.3998  -0.3238
H  3.8011  -0.5365  2.3451
H  4.1324  2.2159  1.0152
H  4.1266  1.9142  2.7615
H  1.7717  1.4137  2.7946
H  0.3481  2.1501  1.0401
H  1.5818  1.7404  -1.2054
H  2.8909  2.7377  -0.5626
H  1.5458  4.7220  -0.6144
H  -0.5782  4.7958  -1.6651
H  -1.4928  2.8929  -2.8015
H  -0.3249  1.7735  -2.0751
H  -2.6090  3.1295  -0.5248
H  -1.3366  0.3592  -0.4764
H  -2.4087  0.5919  1.8204
H  -3.6358  1.6577  1.1055
H  -3.1888  -1.2976  0.3629
H  -5.6591  0.4832  0.5302
H  -5.2071  -2.4734  -0.1774
H  -6.4017  -1.4261  -0.9551

Atom charges from the Löwdin analysis, given in e for atoms 1 to 8: C -0.1157; H 0.0721; H 0.0684; H 0.0652; C -0.2675; C -0.1346; C -0.1191; C -0.1970



[2]
Entry from the Open Molecules 2025 dataset: C19H29Br2N2O5PS as an isolated structure in a non-equilibrium geometry (the ωB97M-V functional and the def2-TZVPD basis).

Computed properties:
ΔE to the lowest compared entry with this formula, charge and spin = 194.19 kcal/mol
total energy = -7114.1121 Ha
LUMO energy = -2.75 eV
molecular weight = 588.30 g/mol

Geometry (Å):
C  1.4333  -3.1275  -1.9855
C  1.3835  -1.7436  -2.2737
N  0.5147  -0.7580  -1.5437
C  0.9178  -0.4860  -0.1812
C  2.1789  -1.1897  0.5310
C  1.5925  -2.3893  1.4292
C  2.6417  -3.5568  1.7745
C  3.1880  -3.3885  3.2989
C  4.6768  -2.7245  3.1488
C  0.1191  0.5296  0.7410
P  0.5461  0.8933  2.5390
N  1.0197  2.4260  2.6243
C  -1.1024  1.2790  0.1228
C  -1.8853  2.3082  1.0443
O  -1.3769  3.4573  1.1599
O  -3.1220  1.9824  1.6919
C  -3.0802  2.3353  3.0997
C  -3.5203  1.0277  3.9505
O  -3.9623  -0.0281  3.4224
C  -1.4838  0.9370  -1.3593
C  -2.7407  1.7310  -1.9525
C  -2.3315  2.7138  -3.1881
C  -3.7008  3.3588  -3.7275
Br  -3.8705  5.2146  -3.0314
C  -0.6578  -0.1240  -2.1826
S  -1.0942  -0.6029  -3.9080
C  0.0553  0.3107  -5.0856
O  -1.0348  -2.1091  -4.1526
O  -2.4909  -0.1898  -4.3328
H  1.3465  -3.5965  -0.9424
H  1.6257  -3.8692  -2.8446
H  2.0325  -1.3513  -3.1283
H  2.6535  -0.4337  1.2686
H  3.0110  -1.4825  -0.1890
H  0.6711  -2.8528  0.9408
H  1.2255  -1.9091  2.4127
H  2.0485  -4.5519  1.7804
H  3.4960  -3.6605  1.0169
H  2.5797  -2.6353  3.9115
H  3.2041  -4.3766  3.8681
H  5.2230  -3.3892  2.3864
H  5.1956  -2.6590  4.1602
H  4.4994  -1.7064  2.6470
H  1.5868  0.0681  3.0756
H  -0.6633  0.6702  3.3158
H  2.0014  2.4482  3.0273
H  -3.8659  3.1464  3.3206
H  -2.0364  2.6618  3.4488
H  -3.3618  1.0950  5.0884
H  -3.4760  0.9323  -2.3303
H  -3.3063  2.3611  -1.1893
H  -1.6171  3.5115  -2.7464
H  -1.7248  2.1761  -3.9947
H  -3.7046  3.2871  -4.8732
H  -4.5718  2.7612  -3.2671
H  -0.5678  0.4302  -6.0534
H  0.2630  1.3681  -4.7134
H  0.9788  -0.2976  -5.3586
Br  2.4401  3.7673  4.2882

Atom charges from the Löwdin analysis, given in e for atoms 1 to 8: C 0.0794; C -0.1345; N -0.0220; C -0.0570; C -0.1465; C -0.2163; C -0.2079; C -0.2363



[3]
Entry from the Open Molecules 2025 dataset: a 2-piece molecular cluster, C7H18 overall in a non-equilibrium geometry (the ωB97M-V functional and the def2-TZVPD basis).

Computed properties:
ΔE to the lowest compared entry with this formula, charge and spin = 23.84 kcal/mol
total energy = -277.4604 Ha
LUMO energy = 1.01 eV
molecular weight = 102.22 g/mol
SMILES = CC(C)C.CCC

Geometry (Å):
C  0.0449  1.6562  -1.8088
C  0.4337  0.6880  -2.9639
C  1.2569  1.9964  -0.9647
H  -0.5645  2.4926  -2.1221
H  -0.6428  1.0914  -1.1576
H  0.0932  -0.3202  -2.6986
H  2.1162  1.9918  -1.6436
H  1.2418  2.9951  -0.5132
H  1.4955  1.3651  -0.1088
H  -0.1032  0.8887  -3.8895
H  1.5124  0.6173  -3.0695
C  -0.2728  -0.9741  1.0731
C  -1.7788  -1.4043  0.9721
C  -0.2902  0.1633  2.0854
C  0.5837  -2.1326  1.5850
H  0.0772  -0.6987  0.0814
H  -1.9648  -1.9777  1.8755
H  -1.8622  -2.0988  0.1279
H  -0.4929  -0.2497  3.0743
H  0.5937  0.7933  2.2607
H  -1.0584  0.9401  1.9770
H  1.0317  -2.6668  0.7527
H  1.1571  -1.7647  2.4367
H  0.0207  -2.8764  2.1778
H  -2.4453  -0.5966  0.6789

Atom charges from the Löwdin analysis, given in e for atoms 1 to 8: C -0.2995; C -0.1063; C -0.1284; H 0.0921; H 0.0772; H 0.0599; H 0.0631; H 0.0694